Here is a 2-piece molecular cluster, C4H8NO3 overall in a non-equilibrium geometry from the Open Molecules 2025 dataset. Energies are from ωB97M-V with the def2-TZVPD basis set.

Energy relative to the best compared isomer or geometry (same formula, charge and spin) (kJ/mol): 93.4
HOMO energy (Eh): -0.159
Net charge: -1
HOMO-LUMO gap (eV): 7.93

XYZ file:
```
16
C4H8NO3 ωB97M-V with the def2-TZVPD basis set
C 1.11404 -0.22288 -2.74067
C -0.19729 0.58350 -2.45347
O -0.24528 1.10637 -1.31184
O -1.02333 0.64038 -3.37315
H 0.86198 -1.21186 -3.15555
H 1.63067 -0.48796 -1.81786
H 1.65941 0.37706 -3.43978
C -0.62274 0.91442 1.64617
C -0.89791 -0.34015 2.36435
O -1.96903 -0.81009 2.68392
N 0.27979 -1.04167 2.69551
H 0.03837 -1.98318 2.97569
H 0.97240 -1.12588 1.94937
H 0.39289 1.25798 1.79587
H -1.37242 1.68922 1.62238
H -0.62155 0.65472 0.55906
```



Here is a 2-piece molecular cluster, C4H8NO3 overall in a non-equilibrium geometry from the Open Molecules 2025 dataset. Energies are from ωB97M-V with the def2-TZVPD basis set.

Energy relative to the best compared isomer or geometry (same formula, charge and spin) (kJ/mol): 215.7
HOMO energy (Eh): -0.140
Net charge: -1
HOMO-LUMO gap (eV): 6.63

XYZ file:
```
16
C4H8NO3 ωB97M-V with the def2-TZVPD basis set
C -1.02833 -3.22865 -1.39074
C -1.18521 -1.72047 -1.86566
O -1.72547 -1.52367 -2.92521
N -0.52010 -0.71577 -1.19705
H -0.99037 -3.30455 -0.40034
H -0.01523 -3.48467 -1.67220
H -0.52675 0.22790 -1.36269
H -0.09079 -0.94283 -0.34802
H -1.50193 -3.80468 -2.10893
C 1.41037 2.31843 1.51339
C 0.63306 3.09085 2.55722
O 0.91918 2.95798 3.72884
O -0.43814 3.61819 2.00655
H 2.32730 1.82114 1.79673
H 1.96990 2.99301 0.71739
H 0.76250 1.69779 0.95072
```



Here is the molecule C4H8NO3 in a non-equilibrium geometry from the Open Molecules 2025 dataset. Energies are from ωB97M-V with the def2-TZVPD basis set.

Energy relative to the best compared isomer or geometry (same formula, charge and spin) (kJ/mol): 162.2
Multiplicity: 2
HOMO energy (spin up / spin down) (Eh): -0.381 / -0.381
HOMO-LUMO gap (spin up / spin down) (eV): 11.06 / 7.04
⟨S²⟩: 0.758

XYZ file:
```
16
C4H8NO3 ωB97M-V with the def2-TZVPD basis set
O 1.37218 1.92703 -0.54798
C 1.26596 0.89061 -1.10914
O 1.85716 0.47250 -2.10493
C -0.22099 0.21124 -0.86055
C -0.16816 -1.03765 0.02034
C 0.41019 -0.72685 1.42485
O -1.42113 -1.60303 0.16760
N -1.00491 1.15496 -0.02023
H -0.63059 0.08885 -1.84665
H 0.43642 -1.91783 -0.38321
H 1.06593 0.15994 1.27036
H 1.17563 -1.49174 1.63419
H -0.40766 -0.35509 2.07238
H -2.15963 -1.10882 -0.26534
H -0.63610 1.21954 0.95302
H -0.93430 2.11633 -0.40473
```



Here is C4H8NOPS as an isolated structure in a non-equilibrium geometry from the Open Molecules 2025 dataset. Energies are from ωB97M-V with the def2-TZVPD basis set.

Energy relative to the best compared isomer or geometry (same formula, charge and spin) (kJ/mol): 88.7
HOMO energy (spin up / spin down) (Eh): -0.339 / -0.339
HOMO-LUMO gap (spin up / spin down) (eV): 9.24 / 9.24

XYZ file:
```
16
C4H8NOPS ωB97M-V with the def2-TZVPD basis set
C -2.96973 -1.11262 -0.99859
C 0.54025 1.18476 -2.12894
C -2.20507 -1.50832 2.11611
C 0.36611 1.04717 -0.62360
N -3.62278 -1.69722 -1.73704
O -0.49744 -0.12182 -0.27102
P -1.99697 -0.06876 0.25160
S -2.80316 1.67330 0.39025
H 0.91637 0.25560 -2.66930
H -0.49135 1.35424 -2.63278
H 1.24207 2.02863 -2.27261
H -3.19500 -1.65576 2.36946
H -1.73131 -2.53093 1.68624
H -1.61768 -0.86978 2.72186
H -0.13071 1.94168 -0.07590
H 1.28829 0.88616 -0.20242
```



Here is an isolated ion of composition C4H8NOS and charge -1 in a non-equilibrium geometry from the Open Molecules 2025 dataset. Energies are from ωB97M-V with the def2-TZVPD basis set.

Energy relative to the best compared isomer or geometry (same formula, charge and spin) (kJ/mol): 263.0
SMILES: CN[C@H](C=O)C[S-]
HOMO energy (Eh): -0.104
Net charge: -1
HOMO-LUMO gap (eV): 6.44

XYZ file:
```
15
C4H8NOS ωB97M-V with the def2-TZVPD basis set
C 0.66000 2.37224 -1.66440
N 1.20449 1.34155 -0.66006
C 0.23935 0.42497 0.10812
C 0.90977 -0.45799 1.14918
O 1.07776 -0.06065 2.30379
C -0.50401 -0.66991 -0.87865
S -1.78710 -1.61928 0.16234
H 0.03927 3.13944 -1.13912
H 1.44163 2.95588 -2.32442
H -0.05995 1.82936 -2.35128
H 1.78739 0.64721 -1.21175
H -0.52322 0.92717 0.71261
H 1.70818 -1.05567 0.64676
H -0.92396 -0.11425 -1.67437
H 0.24009 -1.34207 -1.35131
```



Here is an isolated ion of composition C4H8NOS and charge -1 from the Open Molecules 2025 dataset. Energies are from ωB97M-V with the def2-TZVPD basis set.

Energy relative to the best compared isomer or geometry (same formula, charge and spin) (kJ/mol): 0.0
SMILES: CNC(=O)CC[S-]
HOMO energy (Eh): -0.111
Net charge: -1
HOMO-LUMO gap (eV): 6.91

XYZ file:
```
15
C4H8NOS ωB97M-V with the def2-TZVPD basis set
C -0.73152 -2.37655 0.46053
N -0.18949 -1.10478 0.07917
C -0.73110 -0.37151 -0.89645
O -1.55719 -0.80877 -1.71316
C -0.30165 1.06500 -0.92475
C 0.16095 1.70775 0.40251
S 1.57304 0.94505 1.26647
H -0.05445 -3.20734 0.18703
H -0.81541 -2.40293 1.55571
H -1.67498 -2.51121 -0.04618
H 0.49167 -0.65457 0.70150
H 0.47191 1.17583 -1.67548
H -1.22467 1.51006 -1.30571
H -0.73092 1.89511 1.02462
H 0.48961 2.69933 0.10565
```



Here is a 2-piece molecular cluster, C4H8NOS overall in a non-equilibrium geometry from the Open Molecules 2025 dataset. Energies are from ωB97M-V with the def2-TZVPD basis set.

Energy relative to the best compared isomer or geometry (same formula, charge and spin) (kJ/mol): 162.1
HOMO energy (Eh): -0.517
Net charge: +1
HOMO-LUMO gap (eV): 8.42

XYZ file:
```
15
C4H8NOS ωB97M-V with the def2-TZVPD basis set
C 1.85509 1.27176 -0.18167
C 1.23011 0.11190 -0.63333
C -2.05662 0.76016 1.14798
C 0.83898 -1.09721 -0.08930
N 0.25571 -2.05106 -0.77015
O 1.02365 0.49260 -1.96414
S 1.73435 1.97841 -1.71810
H 2.27085 1.59776 0.74745
H -2.19150 1.82044 0.98760
H -1.53727 0.59880 2.08415
H -1.48354 0.33974 0.33140
H 1.04345 -1.25719 0.96375
H -0.01611 -2.92122 -0.33465
H 0.05844 -1.92688 -1.75977
H -3.02560 0.28198 1.18877
```



Here is C4H8NS as an isolated structure in a non-equilibrium geometry from the Open Molecules 2025 dataset. Energies are from ωB97M-V with the def2-TZVPD basis set.

Energy relative to the best compared isomer or geometry (same formula, charge and spin) (kJ/mol): 261.7
HOMO energy (Eh): -0.505
Net charge: +1
HOMO-LUMO gap (eV): 8.30

XYZ file:
```
14
C4H8NS ωB97M-V with the def2-TZVPD basis set
C -0.21359 1.21039 -1.10709
C -0.77057 0.13875 1.82305
C 0.40167 0.05387 0.88500
C 0.51414 -1.16998 -1.25615
N 0.23941 0.14021 -0.54515
S 0.00490 -1.47050 1.64705
H -0.26426 1.27959 -2.17811
H -0.42870 2.13745 -0.53752
H -0.86363 0.64623 2.89001
H -1.62375 0.44619 1.22618
H 1.28326 1.00828 1.48153
H 0.87632 -0.97997 -2.25285
H -0.34027 -1.71139 -1.44555
H 1.18508 -1.72911 -0.63039
```